(1)
93
Properties=species:S:1:pos:R:3 method="wB97M-V/def2-TZVPD" charge=0 e_lumo_ha=0.002 e_homo_ev=-7.8310
Bi 0.525 0.852 -0.203
Se -0.235 0.966 2.841
P -2.207 0.912 1.997
Se -2.155 0.384 -0.146
C -2.989 2.541 2.162
C -4.276 2.690 2.666
C -4.799 3.966 2.824
C -4.052 5.078 2.469
C -2.776 4.924 1.943
C -2.246 3.656 1.789
C -3.240 -0.260 2.924
C -3.155 -0.249 4.313
C -3.893 -1.159 5.052
C -4.697 -2.091 4.406
C -4.763 -2.112 3.022
C -4.040 -1.192 2.274
H -4.859 1.816 2.929
H -5.793 4.087 3.236
H -4.468 6.069 2.598
H -2.187 5.787 1.662
H -1.254 3.525 1.377
H -2.496 0.457 4.803
H -3.830 -1.151 6.132
H -5.262 -2.808 4.987
H -5.364 -2.857 2.517
H -4.083 -1.197 1.192
O 3.531 1.233 -0.844
C 4.226 0.184 -0.189
C 4.582 0.585 1.233
C 3.355 0.931 2.110
C 2.959 2.382 1.985
C 3.714 3.335 2.665
C 3.460 4.680 2.477
C 2.427 5.047 1.631
C 1.692 4.043 1.028
N 1.949 2.746 1.190
H 3.342 0.955 -1.754
H 5.140 -0.066 -0.737
H 3.598 -0.713 -0.158
H 5.253 1.446 1.201
H 5.125 -0.249 1.681
H 3.600 0.742 3.156
H 2.518 0.281 1.850
H 4.498 3.014 3.340
H 4.069 5.427 2.969
H 2.201 6.087 1.439
H 0.869 4.285 0.369
Se -1.087 4.814 -2.789
C -0.477 3.543 -1.817
N -0.058 2.693 -1.112
F 0.028 2.154 -7.412
C 0.292 1.753 -6.165
C 1.598 1.534 -5.760
F 2.603 1.731 -6.615
C 1.852 1.105 -4.475
F 3.128 0.897 -4.091
C 0.842 0.842 -3.535
O 1.168 0.351 -2.359
C -0.463 1.077 -3.989
F -1.495 0.829 -3.168
C -0.735 1.527 -5.268
F -1.997 1.723 -5.646
C 2.905 -2.595 -2.077
C 2.081 -3.069 -0.872
C 2.183 -4.586 -0.709
P 0.392 -2.251 -0.933
C -0.641 -3.119 0.370
C 0.079 -2.965 1.712
C -1.101 -4.559 0.143
C -0.318 -2.710 -2.603
C -0.096 -4.127 -3.137
C -1.802 -2.346 -2.660
H 3.973 -2.672 -1.867
H 2.676 -1.561 -2.335
H 2.695 -3.205 -2.956
H 2.520 -2.629 0.032
H 1.648 -5.124 -1.488
H 1.811 -4.918 0.259
H 3.236 -4.876 -0.769
H -1.539 -2.494 0.407
H 0.932 -3.642 1.782
H -0.601 -3.196 2.535
H 0.433 -1.942 1.867
H -0.268 -5.251 0.041
H -1.732 -4.636 -0.741
H -1.699 -4.878 1.002
H 0.216 -2.020 -3.265
H -0.463 -4.895 -2.459
H 0.953 -4.317 -3.355
H -0.644 -4.230 -4.077
H -2.408 -3.038 -2.071
H -2.153 -2.388 -3.693
H -1.981 -1.340 -2.290

***

(2)
91
Properties=species:S:1:pos:R:3 method="wB97M-V/def2-TZVPD" charge=+5 e_lumo_ha=-0.415 e_homo_ev=-20.4592
C 8.412 3.840 4.012
N 6.925 3.867 4.067
C 6.290 4.517 5.056
C 4.919 4.533 5.178
C 4.134 3.959 4.178
C 4.846 3.391 3.096
C 6.229 3.286 3.064
C 2.590 4.052 4.235
C 1.858 3.215 3.385
C 0.481 3.130 3.504
N -0.140 3.923 4.391
C 0.495 4.811 5.168
C 1.880 4.842 5.105
C -1.615 3.807 4.481
H 8.643 2.784 4.083
H 8.795 4.497 4.802
H 8.748 4.219 3.028
H 6.995 5.031 5.703
H 4.532 5.068 6.042
H 4.338 2.951 2.195
H 6.764 2.760 2.250
H 2.307 2.593 2.590
H -0.105 2.497 2.901
H -0.077 5.376 5.876
H 2.405 5.573 5.683
H -1.953 2.767 4.597
H -2.070 4.125 3.506
H -1.970 4.523 5.210
C -2.673 -9.268 3.165
N -3.138 -7.961 2.672
C -4.191 -7.874 1.821
C -4.613 -6.629 1.416
C -3.911 -5.494 1.811
C -2.835 -5.616 2.665
C -2.438 -6.898 3.066
C -4.332 -4.125 1.453
C -4.171 -3.065 2.285
C -4.498 -1.800 1.866
N -4.823 -1.525 0.573
C -5.121 -2.585 -0.256
C -4.902 -3.905 0.241
C -4.745 -0.162 0.049
H -3.016 -9.423 4.175
H -1.548 -9.247 3.018
H -3.125 -10.053 2.546
H -4.621 -8.840 1.573
H -5.541 -6.553 0.881
H -2.163 -4.786 2.956
H -1.629 -7.081 3.762
H -3.872 -3.241 3.328
H -4.470 -0.911 2.510
H -5.462 -2.363 -1.270
H -5.084 -4.792 -0.422
H -5.717 0.248 -0.296
H -4.075 -0.121 -0.824
H -4.346 0.548 0.744
C -0.722 5.213 -4.470
N -0.383 3.867 -5.071
C -1.258 3.046 -5.718
C -0.906 1.796 -6.161
C 0.451 1.406 -6.080
C 1.313 2.329 -5.525
C 0.914 3.554 -5.029
C 0.926 -0.001 -6.393
C 0.189 -1.110 -6.034
C 0.713 -2.379 -6.090
N 1.947 -2.584 -6.510
C 2.664 -1.533 -6.995
C 2.188 -0.236 -6.906
C 2.467 -3.951 -6.628
H -1.818 5.284 -4.528
H -0.369 5.997 -5.151
H -0.322 5.308 -3.456
H -2.270 3.405 -5.763
H -1.654 1.241 -6.677
H 2.337 2.038 -5.493
H 1.593 4.257 -4.525
H -0.772 -1.002 -5.615
H 0.131 -3.254 -5.836
H 3.609 -1.786 -7.439
H 2.826 0.568 -7.314
H 2.447 -4.307 -5.620
H 3.519 -3.820 -6.966
H 1.822 -4.478 -7.284
P -0.731 0.654 0.340
F 0.306 -0.153 -0.662
F -1.395 1.403 -0.939
F -1.865 -0.553 0.219
F -1.730 1.553 1.274
F -0.117 -0.027 1.660
F 0.352 1.840 0.490

***

(3)
98
Properties=species:S:1:pos:R:3 method="wB97M-V/def2-TZVPD" charge=0 multiplicity=2 e_lumo_ha="-0.036 / -0.035" s2=0.77 e_homo_ev="-4.8269 / -6.9103"
V -0.496 -0.175 -0.433
O -1.940 -0.938 0.362
C -3.065 -0.461 0.641
C -3.499 0.839 0.246
C -4.772 1.319 0.559
C -5.174 2.553 0.106
C -4.321 3.349 -0.682
C -3.063 2.913 -0.988
C -2.612 1.657 -0.527
O -1.426 1.212 -0.767
N -6.494 3.038 0.428
O -6.839 4.111 -0.035
O -7.201 2.352 1.144
H -3.756 -1.087 1.211
H -5.455 0.728 1.156
H -4.686 4.307 -1.022
H -2.376 3.514 -1.570
C 1.855 -5.238 -0.864
N 1.375 -5.027 0.569
C -0.037 -5.594 0.686
N -0.896 -5.018 -0.277
C -0.391 -5.263 -1.621
N 0.941 -4.705 -1.806
C 0.920 -3.237 -1.807
P 0.374 -2.470 -0.180
C 1.394 -3.583 0.949
C -1.144 -3.587 -0.039
H 1.962 -6.315 -1.009
H 2.823 -4.746 -0.956
H 1.994 -5.533 1.202
H -0.386 -5.378 1.696
H 0.036 -6.673 0.537
H -1.067 -4.810 -2.344
H -0.352 -6.342 -1.796
H 0.215 -2.903 -2.569
H 1.906 -2.868 -2.088
H 0.986 -3.485 1.953
H 2.421 -3.226 0.952
H -1.883 -3.244 -0.767
H -1.578 -3.460 0.955
O 0.477 1.789 -2.839
C 1.387 1.123 -2.281
N 1.169 0.131 -1.321
C 2.378 -0.414 -0.939
O 2.501 -1.390 -0.146
C 3.438 0.260 -1.656
C 4.818 0.086 -1.668
C 5.560 0.857 -2.545
C 4.942 1.783 -3.403
C 3.573 1.974 -3.389
C 2.817 1.206 -2.509
H 5.298 -0.634 -1.016
H 6.636 0.738 -2.574
H 5.547 2.354 -4.096
H 3.097 2.693 -4.044
C 0.257 4.494 0.921
C -0.651 3.707 1.866
C 0.102 2.387 2.008
O 0.859 2.199 0.797
C 0.777 3.392 0.005
H 1.077 4.957 1.472
H -0.278 5.263 0.364
H -1.623 3.538 1.400
H -0.800 4.194 2.828
H -0.555 1.527 2.146
H 0.800 2.419 2.851
H 0.091 3.230 -0.828
H 1.766 3.592 -0.408
S -1.946 -1.355 -2.853
C -2.541 -0.025 -3.725
N -1.877 1.119 -3.811
C -2.323 2.265 -4.588
C -3.223 1.805 -5.722
C -4.324 0.942 -5.124
N -3.707 -0.149 -4.388
H -0.973 1.221 -3.315
H -1.435 2.777 -4.957
H -2.866 2.962 -3.941
H -2.646 1.209 -6.432
H -3.648 2.663 -6.241
H -4.958 0.520 -5.903
H -4.948 1.551 -4.461
H -4.177 -1.033 -4.315
O 5.480 0.201 5.900
C 4.800 -0.966 5.808
O 5.161 -1.916 6.448
C 3.618 -0.975 4.909
C 3.497 -0.152 3.788
C 2.379 -0.215 2.978
C 1.330 -1.087 3.287
S -0.132 -1.156 2.337
C 1.459 -1.919 4.411
C 2.589 -1.870 5.200
H 5.040 0.894 5.396
H 4.298 0.529 3.518
H 2.304 0.403 2.091
H 0.638 -2.581 4.658
H 2.687 -2.511 6.066

***

(4)
85
Properties=species:S:1:pos:R:3 method="wB97M-V/def2-TZVPD" charge=0 e_lumo_ha=-0.120 e_homo_ev=-5.5009
C 2.625 5.804 2.617
C 2.033 4.656 1.912
C 1.791 4.463 0.562
C 1.064 3.241 0.293
C 0.839 2.506 1.433
B -0.069 1.195 1.920
C -1.641 1.710 2.006
C -2.276 1.565 3.237
C -3.602 1.940 3.416
C -4.363 2.442 2.329
N -5.713 2.611 2.468
C -6.535 3.221 1.448
C -6.415 2.158 3.655
C -3.673 2.707 1.110
C -2.334 2.319 0.960
O 0.278 0.120 1.040
C 1.301 -0.560 1.777
C 1.271 -2.039 1.475
C 2.668 0.020 1.389
C 0.880 -0.339 3.300
C -0.267 -1.307 3.602
C 2.009 -0.493 4.300
O 0.378 0.962 3.275
S 1.589 3.236 2.826
H 2.896 6.590 1.903
H 1.905 6.213 3.354
H 3.527 5.472 3.165
H 2.074 5.175 -0.213
H 0.741 2.964 -0.704
H -1.751 1.165 4.104
H -4.035 1.798 4.407
H -5.978 3.986 0.898
H -6.908 2.489 0.716
H -7.399 3.692 1.931
H -5.885 1.328 4.132
H -6.502 2.969 4.396
H -7.426 1.818 3.397
H -4.210 3.178 0.283
H -1.817 2.491 0.013
H 1.906 -2.596 2.176
H 0.250 -2.442 1.498
H 1.693 -2.207 0.495
H 3.435 -0.735 1.612
H 2.701 0.213 0.308
H 2.898 0.951 1.918
H 0.120 -2.321 3.747
H -0.809 -1.007 4.501
H -0.990 -1.313 2.769
H 2.453 -1.486 4.185
H 2.789 0.256 4.159
H 1.618 -0.415 5.319
C -1.186 0.143 -6.788
N -0.481 -0.380 -5.628
C 0.720 0.033 -5.121
C 1.089 -0.813 -4.028
C 2.243 -0.733 -3.226
C 2.901 -1.953 -2.767
C 2.377 -2.490 -1.577
C 3.000 -3.535 -0.895
C 4.064 -4.209 -1.489
C 4.760 -5.299 -0.740
C 4.475 -3.820 -2.775
C 3.949 -2.688 -3.397
C 0.001 -1.800 -3.921
C -0.232 -2.927 -3.141
C -1.537 -3.466 -3.102
C -2.564 -2.958 -3.915
C -2.294 -1.931 -4.834
C -0.995 -1.422 -4.855
H -2.258 0.050 -6.604
H -0.953 1.198 -6.953
H -0.962 -0.428 -7.698
H 1.350 0.828 -5.517
H 2.741 0.232 -3.128
H 1.414 -2.070 -1.241
H 2.665 -3.834 0.100
H 5.466 -5.808 -1.393
H 5.307 -4.879 0.115
H 4.058 -6.039 -0.326
H 5.249 -4.411 -3.273
H 4.314 -2.371 -4.383
H 0.589 -3.399 -2.617
H -1.740 -4.279 -2.396
H -3.577 -3.363 -3.825
H -3.090 -1.540 -5.477

***

(5)
100
Properties=species:S:1:pos:R:3 method="wB97M-V/def2-TZVPD" charge=+1 e_lumo_ha="-0.145 / -0.176" e_homo_ev="-10.4521 / -9.8915"
Pb -13.416 -17.167 -5.442
C -16.139 -17.916 -10.042
C -17.037 -18.022 -8.929
N -18.332 -18.235 -9.181
C -19.136 -18.681 -8.221
C -18.718 -18.956 -6.897
C -19.689 -19.634 -6.001
O -19.088 -20.806 -5.341
C -17.449 -18.574 -6.523
C -17.007 -18.889 -5.242
N -15.794 -19.128 -4.859
C -15.341 -19.809 -3.798
C -16.037 -19.867 -2.615
C -15.456 -20.260 -1.442
C -14.083 -20.650 -1.481
C -13.445 -20.780 -2.714
C -14.058 -20.445 -3.882
I -13.232 -20.820 -5.791
C -16.492 -18.082 -7.552
O -15.332 -17.584 -7.376
H -15.108 -18.162 -9.660
H -16.361 -18.683 -10.838
H -16.234 -16.934 -10.605
H -20.185 -18.854 -8.547
H -20.147 -18.901 -5.336
H -20.544 -20.031 -6.598
H -19.765 -21.329 -4.928
H -17.733 -18.896 -4.485
H -17.096 -19.467 -2.618
H -16.068 -20.290 -0.460
H -13.524 -20.944 -0.569
H -12.442 -21.199 -2.753
Br -6.598 -14.610 -7.040
C -8.347 -15.303 -7.207
C -9.017 -15.498 -8.469
Br -8.304 -14.727 -10.027
C -10.228 -16.120 -8.578
Br -10.901 -16.657 -10.207
C -10.991 -16.447 -7.409
O -12.066 -17.134 -7.448
C -10.485 -15.847 -6.137
O -11.295 -15.841 -5.147
C -9.168 -15.348 -6.071
Br -8.651 -14.768 -4.314
C -9.251 -17.927 -1.803
C -10.521 -17.935 -2.635
C -11.693 -17.201 -2.025
N -12.926 -17.280 -2.560
N -13.898 -16.715 -1.774
C -13.393 -16.114 -0.716
N -14.115 -15.373 0.188
S -11.597 -16.215 -0.545
H -8.381 -18.406 -2.308
H -9.424 -18.735 -0.974
H -8.969 -16.972 -1.372
H -10.890 -18.932 -2.848
H -10.492 -17.534 -3.608
H -15.149 -15.410 0.137
H -13.677 -15.235 1.114
O -14.274 -14.980 -5.865
P -14.470 -13.502 -5.679
N -13.631 -12.904 -4.456
C -12.149 -12.928 -4.403
C -11.723 -12.235 -3.079
C -12.993 -11.660 -2.420
C -14.215 -12.322 -3.201
N -14.052 -12.724 -7.083
C -13.856 -11.235 -7.168
C -13.146 -11.072 -8.557
C -13.334 -12.394 -9.318
C -14.007 -13.396 -8.316
N -16.116 -13.150 -5.487
C -17.007 -14.139 -4.862
C -18.411 -13.489 -4.809
C -18.111 -12.007 -4.969
C -16.808 -11.891 -5.677
H -11.643 -12.457 -5.252
H -11.810 -13.948 -4.417
H -11.086 -11.439 -3.503
H -11.115 -12.891 -2.451
H -13.085 -10.582 -2.463
H -13.019 -11.909 -1.376
H -14.992 -11.576 -3.438
H -14.626 -13.094 -2.588
H -13.132 -10.862 -6.440
H -14.820 -10.638 -7.100
H -12.076 -10.935 -8.429
H -13.532 -10.225 -9.172
H -12.417 -12.918 -9.672
H -14.003 -12.217 -10.180
H -13.444 -14.383 -8.284
H -15.000 -13.712 -8.645
H -16.666 -14.444 -3.844
H -16.964 -15.024 -5.446
H -19.019 -13.822 -3.962
H -18.908 -13.874 -5.696
H -18.158 -11.475 -3.960
H -18.930 -11.535 -5.512
H -16.136 -11.043 -5.283
H -16.962 -11.674 -6.760